Record 1
A 2-piece molecular cluster, C4H8N2 overall. Source: OMol25; level of theory: wB97M-V/def2-TZVPD.

Geometry as XYZ:
```
14
Properties=species:S:1:pos:R:3:forces:R:3:lowdin_charge:R:1
C -0.8380 1.4851 -0.1473 -0.08 0.11 -0.05 -0.015
N -0.0363 0.3278 0.2835 0.03 -0.13 0.14 -0.273
C -0.5815 -0.4733 1.1667 0.09 0.03 -0.06 0.006
C 1.1779 0.1898 -0.3117 -0.05 0.07 -0.01 -0.179
C 2.0104 -0.8713 0.0774 0.53 -0.77 0.31 -0.286
N 2.6618 -1.7695 0.4346 -0.63 0.85 -0.33 0.127
H -1.7747 1.1244 -0.5733 0.10 0.04 0.04 0.100
H -0.2904 2.0531 -0.8957 -0.04 -0.08 0.09 0.088
H -1.0424 2.1162 0.7179 0.02 -0.07 -0.09 0.101
H -0.0281 -1.3390 1.5047 -0.07 0.11 -0.04 0.075
H -0.8880 -1.9171 -1.2081 0.05 0.01 -0.04 0.043
H -1.5660 -0.2318 1.5428 0.16 -0.01 -0.08 0.079
H 1.4976 0.9432 -1.0130 -0.06 -0.12 0.12 0.096
H -0.3023 -1.6376 -1.5785 -0.05 -0.04 0.01 0.038
```
Forces are in eV/Å.

Values from the calculation:
- Orbital gap (alpha / beta): 8.1 / 8.1 eV
- Charge: 0
- LUMO level (alpha / beta): 0.405 / 0.404 eV

***

Record 2
C20H31N3 as an isolated structure. Source: OMol25; level of theory: wB97M-V/def2-TZVPD.

Geometry as XYZ:
```
54
Properties=species:S:1:pos:R:3:forces:R:3:lowdin_charge:R:1
N -4.9293 -1.8132 -0.6830 17.09 4.91 -7.01 0.235
C -4.2664 -0.9247 0.1064 -6.29 -1.08 1.67 -0.497
N -4.8395 -0.4333 1.1543 -5.53 -7.83 -2.68 0.078
C -4.1082 0.4606 1.7524 -1.71 -0.63 7.30 -0.370
H -4.6941 1.2585 1.6654 -1.78 4.54 0.75 0.091
H -3.9740 0.1185 2.8566 -0.02 1.19 -1.24 0.166
C -2.9838 0.4818 1.0546 11.64 5.12 -6.24 -0.106
N -3.2313 -0.3126 -0.2926 2.92 2.69 2.80 0.038
C -2.4847 -0.5472 -1.4470 0.08 0.94 -0.91 -0.186
H -1.8910 0.3076 -1.6490 -0.30 1.64 -0.84 0.097
C -1.4319 -1.4787 -1.1731 0.52 -6.52 -3.79 -0.284
C -0.1876 -1.0673 -0.6587 0.60 -6.80 8.34 -0.136
C 1.0005 -2.4409 -0.5890 -1.48 6.75 2.75 0.001
H 0.6479 -2.9500 0.2433 -1.34 -2.32 0.50 0.070
H 1.0771 -2.7321 -1.5917 0.41 -1.16 -0.94 0.082
C 2.2918 -1.8194 0.1147 1.33 -3.60 -9.69 -0.420
C 3.0677 -1.0126 -0.9652 -2.64 6.60 1.96 -0.179
C 4.4144 -0.5699 -0.4866 2.15 3.20 -3.12 -0.256
C 4.5383 0.2424 0.7474 2.85 -9.28 3.34 -0.155
C 3.7120 -0.7259 1.9404 -0.94 2.50 -2.81 -0.079
C 2.2803 -1.1146 1.2685 -1.18 3.93 10.73 -0.241
H 1.7265 -1.6725 2.2418 1.09 0.92 -2.60 0.170
H 1.7395 -0.0749 1.3499 0.55 -2.03 -1.13 0.115
H 3.6425 -0.2332 2.9726 0.27 -1.18 -1.60 0.123
H 4.3151 -1.5247 1.6923 1.37 -2.42 1.42 0.045
H 5.5382 0.3694 1.1277 0.15 0.58 -0.22 0.110
H 3.9078 0.8996 0.7494 -5.86 8.59 -0.40 -0.036
H 4.9592 0.3165 -1.3219 -1.41 -3.24 1.69 0.192
H 4.9662 -1.4688 -0.4166 1.53 -0.80 -0.10 0.086
H 3.0908 -1.3603 -1.9317 0.06 -1.43 -2.02 0.074
H 2.4695 0.1857 -1.1489 1.22 -3.47 0.52 0.182
H 2.9580 -2.7097 -0.0524 -0.15 0.10 1.85 0.161
H -0.2672 -0.7484 0.4637 0.22 -0.23 -2.07 0.137
H 0.2675 -0.4566 -1.1747 4.52 6.70 -4.99 -0.004
H -1.1751 -2.1499 -2.1761 -0.63 1.73 1.79 0.176
H -1.7414 -2.2867 -0.5476 -0.88 -0.72 0.63 0.110
H -3.0992 -0.8352 -2.3261 0.07 0.39 0.78 0.150
H -2.0064 0.2920 1.7046 -1.68 -0.33 -1.99 0.169
C -2.6690 2.0900 0.4035 -2.35 -2.61 -0.16 -0.031
C -1.3405 2.4283 0.0828 0.97 -1.81 -2.20 -0.322
C -0.7941 2.5292 -1.1612 -17.60 -0.07 -2.76 -0.172
C 0.3095 2.8918 -1.4312 11.38 3.91 -12.28 -0.239
C 1.3446 2.6991 -0.6803 8.81 -0.73 4.26 -0.158
C 1.0535 2.3203 0.6296 1.95 1.76 -0.84 -0.093
C -0.3234 2.3024 0.8742 4.93 -2.09 8.71 -0.106
H -0.3197 1.9671 1.9627 -1.51 0.66 -0.89 0.140
H 1.9507 2.3144 1.4074 -2.54 -0.43 -1.46 0.151
H 2.6061 2.7645 -0.9435 -4.16 0.12 0.29 0.183
H 0.7300 3.1428 -2.7982 -1.71 -0.61 4.14 0.220
H -1.7754 2.7548 -2.0271 3.04 -0.99 2.07 0.209
H -3.3023 2.2987 -0.4921 0.01 -0.50 0.86 0.134
H -2.8799 2.7684 1.1538 -1.39 1.20 1.87 0.093
H -5.6176 -2.1814 -0.4763 -15.44 -7.41 5.48 -0.074
H -4.2725 -2.5599 -1.0782 -1.23 1.65 0.49 0.152
```
Forces are in eV/Å.

Values from the calculation:
- Orbital gap: 7.9 eV
- Charge: 0
- LUMO level: 0.576 eV

***

Record 3
One molecule with the formula C4H8O2. Source: OMol25; level of theory: wB97M-V/def2-TZVPD.

Geometry as XYZ:
```
14
Properties=species:S:1:pos:R:3:forces:R:3:lowdin_charge:R:1
C -0.9767 1.3515 1.1264 -0.19 0.22 0.21 -0.095
O -0.3736 1.1208 -0.1451 0.19 0.37 -0.23 -0.152
C 0.5891 0.1244 0.0363 -0.10 -0.13 0.05 -0.302
C -0.1130 -1.2298 0.0538 0.05 -0.23 0.21 -0.033
C 0.9209 -0.9217 -0.9751 0.18 -0.14 0.14 -0.328
O 0.6576 -0.8246 -2.3317 -0.30 0.22 -0.18 0.013
H -0.5926 2.2787 1.5613 -0.07 0.01 -0.06 0.088
H -0.7552 0.5359 1.8278 -0.08 0.15 -0.22 0.089
H -2.0636 1.4149 1.0260 0.13 0.10 -0.16 0.090
H 1.4532 0.5036 0.5870 -0.34 -0.59 0.57 0.154
H -1.1229 -1.0878 -0.3385 0.23 -0.01 0.31 0.128
H -0.0328 -1.9847 0.8247 0.34 -0.12 -0.15 0.101
H 1.8770 -1.3965 -0.7482 0.01 0.25 -0.23 0.147
H 0.5326 0.1152 -2.5049 -0.07 -0.11 -0.24 0.101
```
Forces are in eV/Å.

Values from the calculation:
- Orbital gap: 10.5 eV
- Charge: 0
- LUMO level: 1.005 eV

***

Record 4
One molecule with the formula C22H27N5O3S2. Source: OMol25; level of theory: wB97M-V/def2-TZVPD.

Geometry as XYZ:
```
59
Properties=species:S:1:pos:R:3:forces:R:3:lowdin_charge:R:1
C -4.3715 4.3648 1.3397 0.13 0.22 0.07 -0.079
O -5.0360 3.1771 0.9731 -0.14 -0.30 -0.09 -0.075
C -4.3040 2.0647 0.7364 0.05 -0.26 -0.07 -0.271
C -2.9151 1.9846 0.8225 -0.19 0.34 0.07 -0.002
C -2.2762 0.7909 0.5571 -0.18 -0.38 -0.11 -0.008
C -2.9966 -0.3479 0.1992 -0.29 0.59 0.14 -0.159
C -2.2802 -1.5702 -0.0758 0.24 -0.64 -0.11 -0.265
N -0.9649 -1.7052 -0.0477 -0.47 0.44 -0.01 0.105
C -0.7517 -3.0037 -0.3597 -0.24 -0.25 -0.13 -0.722
S 0.8466 -3.6937 -0.4874 0.22 -0.25 0.00 0.996
C 1.3979 -3.5818 1.2955 -0.24 0.03 -0.60 -0.527
C 1.4576 -2.1535 1.8247 0.38 0.07 0.01 -0.137
C 2.3753 -1.2706 0.9813 -0.60 -0.07 0.23 -0.520
O 3.5595 -1.1421 1.2180 0.50 -0.09 0.14 0.055
N 1.7328 -0.6602 -0.0280 -0.19 0.44 -0.23 0.048
C 2.3884 0.2175 -0.9623 0.12 0.28 -0.01 -0.151
C 1.7616 1.6251 -0.8957 0.12 -0.22 0.03 -0.181
N 2.3461 2.6369 -1.7453 0.02 0.01 -0.08 -0.182
C 2.2123 2.3955 -3.1700 0.10 0.36 -0.12 -0.174
C 2.6134 3.6750 -3.9080 -0.30 -0.28 -0.12 -0.201
O 3.9356 4.0493 -3.6025 0.14 -0.04 -0.10 -0.133
C 4.0914 4.2379 -2.2148 0.13 -0.12 0.37 -0.198
C 3.7248 2.9728 -1.4364 0.01 0.32 -0.20 -0.168
C 0.5250 -4.4629 2.1044 -0.28 -0.07 0.37 -0.558
C 0.6936 -5.7881 2.3704 0.07 0.31 -0.03 -0.126
C -0.3583 -6.3407 3.1330 -0.17 -0.06 0.09 -0.184
C -1.3185 -5.4317 3.4321 -0.08 0.33 -0.09 -0.407
S -0.9613 -3.8787 2.7892 0.36 -0.44 0.05 1.040
N -1.8586 -3.6754 -0.5900 0.19 -0.79 -0.15 0.073
N -2.8228 -2.7652 -0.4110 0.26 0.65 0.14 0.077
C -4.3890 -0.2641 0.1148 0.30 0.11 0.05 -0.020
C -5.0300 0.9229 0.3796 -0.07 0.24 0.06 0.007
H -5.1546 5.1086 1.4757 0.10 -0.03 0.00 0.095
H -3.6867 4.6994 0.5547 -0.02 -0.02 0.03 0.098
H -3.8215 4.2427 2.2776 -0.01 0.00 -0.04 0.098
H -2.3245 2.8444 1.0950 0.03 0.10 0.03 0.107
H -1.2017 0.7268 0.6269 0.12 0.02 0.02 0.105
H 2.4037 -4.0057 1.2349 -0.06 0.03 0.06 0.120
H 0.4532 -1.7280 1.8580 0.09 -0.02 0.05 0.080
H 1.8634 -2.1942 2.8382 -0.02 0.06 -0.06 0.134
H 0.7461 -0.8607 -0.1694 0.14 0.01 0.16 0.070
H 2.2980 -0.1888 -1.9754 0.10 0.02 0.04 0.122
H 3.4429 0.2519 -0.6796 -0.08 -0.02 -0.14 0.116
H 1.8312 1.9845 0.1356 -0.08 -0.09 0.02 0.123
H 0.7012 1.5500 -1.1609 -0.03 -0.01 0.10 0.113
H 1.1722 2.1512 -3.3959 -0.01 -0.03 -0.04 0.126
H 2.8591 1.5723 -3.5170 -0.07 0.00 -0.02 0.126
H 2.5789 3.5280 -4.9889 -0.06 0.01 0.05 0.124
H 1.9224 4.4835 -3.6242 0.02 -0.08 -0.04 0.125
H 5.1386 4.5013 -2.0582 -0.06 0.01 0.05 0.124
H 3.4490 5.0660 -1.8785 0.07 -0.06 0.01 0.125
H 3.8158 3.1587 -0.3651 0.05 -0.01 0.03 0.129
H 4.4229 2.1688 -1.7211 0.01 0.03 0.07 0.128
H 1.5460 -6.3491 2.0318 0.19 -0.08 -0.10 0.115
H -0.3933 -7.3695 3.4433 -0.04 -0.17 0.08 0.101
H -2.2209 -5.5683 3.9939 -0.17 -0.10 0.13 0.058
H -3.7884 -3.0271 -0.5258 0.12 0.04 0.01 0.156
H -4.9765 -1.1272 -0.1601 -0.10 -0.08 -0.03 0.108
H -6.1037 1.0011 0.3180 -0.13 0.01 -0.01 0.121
```
Forces are in eV/Å.

Values from the calculation:
- Orbital gap: 8.6 eV
- Charge: 0
- LUMO level: 0.341 eV

***

Record 5
An isolated ion of composition C4H12N3O and charge +1. Source: OMol25; level of theory: wB97M-V/def2-TZVPD.

Geometry as XYZ:
```
20
Properties=species:S:1:pos:R:3:forces:R:3:lowdin_charge:R:1
N -2.9118 -0.9677 1.3356 2.58 -0.39 -2.13 0.006
C -1.5911 -0.4856 1.7768 -2.14 0.69 1.87 -0.256
C -0.5194 -0.8559 0.7661 0.29 -2.38 1.33 -0.187
N -0.6269 -0.2771 -0.5534 -2.54 -1.54 1.69 0.096
C 0.3812 0.3092 -1.1263 -2.03 2.46 -3.08 -0.467
O 0.1048 0.9024 -2.1943 1.79 0.13 -0.07 0.016
C 1.7738 0.4941 -0.6018 2.61 0.91 2.91 -0.075
N 2.5756 1.2436 -1.5978 -2.40 -0.48 -5.71 0.123
H -2.8950 -1.7258 0.6917 0.09 -0.71 -0.11 0.054
H -3.7423 -0.9662 1.8225 -1.46 0.41 1.77 0.045
H -1.3691 -0.6743 2.9123 0.20 -0.58 -2.19 0.148
H -1.7949 0.5702 1.8227 0.82 0.94 -0.23 0.095
H 0.4512 -0.5502 1.1608 -0.09 -0.18 0.18 0.103
H -0.5181 -2.0173 0.7391 0.14 1.76 -0.26 0.159
H -1.6147 -0.2768 -0.9988 2.57 0.33 0.68 0.223
H 1.9554 1.1032 0.4083 -1.29 -1.06 -2.10 0.196
H 2.3490 -0.3896 -0.3332 -0.42 -0.50 -0.39 0.138
H 2.9657 2.0775 -1.3242 1.39 2.25 1.57 0.107
H 1.7637 1.6891 -2.4189 1.04 -2.04 2.56 0.271
H 3.2627 0.7974 -2.2871 -1.17 -0.03 1.71 0.206
```
Forces are in eV/Å.

Values from the calculation:
- Orbital gap: 8.4 eV
- Charge: +1
- LUMO level: -3.579 eV

***

Record 6
A 2-piece molecular cluster, C2H9NOS overall. Source: OMol25; level of theory: wB97M-V/def2-TZVPD.

Geometry as XYZ:
```
14
Properties=species:S:1:pos:R:3:forces:R:3:lowdin_charge:R:1
N 0.6603 -1.7606 -0.7322 0.32 -0.89 0.96 -0.017
C -0.5290 -1.2560 -0.0530 -0.91 0.95 -0.91 -0.392
C -1.7993 -2.0434 -0.4318 0.21 1.27 -0.30 -0.545
S -3.2902 -1.0184 -0.0817 -0.29 -0.16 0.47 0.659
H 0.9112 -2.6543 -0.3088 -0.06 -0.08 -0.30 0.066
H 1.4746 -1.1907 -0.5192 -0.24 0.27 -0.10 0.066
H -0.5569 -1.1415 1.0376 0.59 -0.18 0.04 0.101
H -0.6728 -0.2520 -0.4629 -0.05 0.03 0.22 0.089
H -1.8380 -2.9556 0.1548 -0.38 -0.23 -0.28 0.062
H -1.8461 -2.1830 -1.5063 0.31 -0.60 0.01 0.061
H -3.6124 -0.5198 -1.2988 0.50 -0.37 0.19 -0.150
O 3.5380 5.4632 1.6178 -0.28 -1.03 1.46 -0.047
H 3.1085 5.7957 0.8471 0.30 0.63 -0.82 0.016
H 4.4520 5.7165 1.7375 -0.03 0.40 -0.65 0.031
```
Forces are in eV/Å.

Values from the calculation:
- Orbital gap: 10.1 eV
- Charge: 0
- LUMO level: 1.055 eV

***

Relative energy (zero: lowest compared OMol25 entry of this formula, charge and spin) / kJ/mol: 298.4 1895.5 287.9 34.6 273.1 42.8